Formula: C27H24N4O4S
Source: the Open Molecules 2025 dataset
Level of theory: wB97M-V/def2-TZVPD

Geometry as XYZ:
```
60
C27H24N4O4S, DFT wB97M-V/def2-TZVPD
C -3.87993 1.40898 -1.45596
H -3.41346 1.32230 -2.44216
O -2.95609 1.85892 -0.49324
C -1.82862 1.13402 -0.28770
C -0.91394 1.67749 0.61845
C 0.28834 1.05442 0.86259
C 0.58619 -0.13645 0.21082
C -0.33425 -0.71110 -0.65091
C -1.53698 -0.07802 -0.90416
H -2.22633 -0.53208 -1.59678
H -0.10039 -1.64407 -1.14178
N 1.83992 -0.75086 0.39884
C 2.09571 -2.01651 0.85796
N 3.37433 -2.25522 0.86477
N 3.99035 -1.16554 0.40298
C 3.08491 -0.26344 0.12916
C 3.40176 1.09150 -0.40991
O 2.37609 1.67539 -1.17598
C 1.88331 0.99213 -2.25200
C 2.42460 -0.15966 -2.76613
C 1.80955 -0.80648 -3.84903
C 0.66762 -0.31241 -4.40891
C 0.09367 0.87953 -3.91789
C -1.07934 1.42968 -4.47464
C -1.61488 2.58778 -3.98266
C -1.00184 3.25081 -2.90960
C 0.13580 2.74294 -2.34617
C 0.70730 1.55090 -2.83154
H 0.61806 3.24443 -1.52247
H -1.43647 4.16368 -2.53085
H -2.51102 3.00354 -4.42176
H -1.54561 0.91761 -5.30493
H 0.19224 -0.82064 -5.23486
H 2.25727 -1.71342 -4.22751
H 3.32092 -0.59230 -2.34935
H 3.55845 1.78720 0.42224
H 4.34181 1.01717 -0.97316
S 0.85915 -3.09999 1.44736
C 1.19813 -2.82114 3.23127
H 0.64508 -3.57950 3.78017
C 0.72867 -1.41008 3.51818
O 1.45577 -0.44331 3.42548
N -0.58033 -1.32789 3.83899
H -1.15327 -2.15552 3.78021
C -1.27844 -0.06659 3.91167
C -2.46274 -0.05799 2.99604
C -3.50751 0.80886 2.87335
C -4.34164 0.28043 1.85772
C -3.74212 -0.86528 1.44155
O -2.60493 -1.08055 2.12676
H -4.01088 -1.60018 0.70915
H -5.25714 0.70187 1.49744
H -3.66373 1.70839 3.43141
H -1.60949 0.12782 4.94022
H -0.55941 0.71170 3.63207
H 2.27087 -2.92736 3.38159
H 1.00139 1.47409 1.55518
H -1.16821 2.60519 1.10530
H -4.32104 0.44938 -1.16927
H -4.65989 2.16789 -1.48949
```

Properties
- total energy (eV) = -53373.756
- molar mass (Da) = 500.58
- structure (SMILES) = COc1ccc(-n2c(COc3cccc4ccccc34)nnc2SCC(=O)NCc2ccco2)cc1
- highest occupied orbital energy (eV) = -7.947
- LUMO energy (eV) = 0.5
- energy relative to the best compared isomer or geometry (same formula, charge and spin) (kcal per mole) = 32.27
- gap between HOMO and LUMO (eV) = 8.45